Formula: C22H23ClN6O2
Source: the OMol25 dataset
Level of theory: ωB97M-V/def2-TZVPD

Kohn-Sham gap, eV: 8.53
SMILES string: COc1cccc(-n2cc(CNCc3c(C(=O)N(C)C)nc4ccc(Cl)cn34)cn2)c1

The geometry in XYZ format:
```
54
Properties=species:S:1:pos:R:3:mulliken_charge:R:1
C -3.6776 -1.3449 3.3702 -0.6734
H -4.0338 -2.0157 4.1503 0.2446
O -4.7229 -1.2682 2.4281 -0.4725
C -4.5206 -0.5425 1.2975 0.5637
C -3.3580 0.1630 1.0169 0.1764
C -3.2488 0.8499 -0.1881 -0.4604
C -4.2799 0.8363 -1.1164 -0.4977
C -5.4388 0.1381 -0.8220 -0.5807
C -5.5674 -0.5408 0.3718 -0.6050
H -6.4629 -1.0916 0.6106 0.4549
H -6.2503 0.1245 -1.5335 0.3817
H -4.1577 1.3644 -2.0479 0.5078
N -2.0674 1.5399 -0.4786 0.8659
C -1.2181 2.1209 0.3974 -0.2618
C -0.1864 2.6678 -0.3338 0.5414
C -0.5039 2.3369 -1.6652 -0.7161
N -1.6378 1.6719 -1.7347 -0.9459
H 0.0449 2.5669 -2.5583 0.5002
C 1.0582 3.3231 0.1736 -1.3133
N 2.2000 2.4112 0.2001 -0.1554
H 2.3435 2.0608 -0.7443 0.3087
C 2.0110 1.2744 1.1124 -0.6617
C 2.5440 0.0274 0.5127 -0.7971
C 1.8834 -1.0151 -0.1222 1.4635
N 2.7719 -1.9142 -0.6136 -0.9076
C 3.9689 -1.4541 -0.3101 0.2634
C 5.2402 -1.9838 -0.5756 -0.9505
C 6.3479 -1.2976 -0.1694 -0.2282
C 6.1991 -0.0635 0.5045 -0.1693
C 4.9667 0.4566 0.7680 0.0403
N 3.8731 -0.2393 0.3748 0.0901
H 4.8100 1.4015 1.2626 0.4170
Cl 7.6069 0.8040 0.9975 -0.2098
H 7.3390 -1.6760 -0.3573 0.4513
H 5.3061 -2.9237 -1.0969 0.4743
C 0.4071 -1.1716 -0.1692 0.7216
O -0.2666 -0.8225 0.7962 -0.6735
N -0.1464 -1.6972 -1.2766 0.1759
C 0.5430 -1.9891 -2.5072 -0.9098
H 0.2445 -2.9781 -2.8603 0.3068
H 1.6168 -1.9880 -2.3507 0.4152
H 0.2720 -1.2520 -3.2697 0.2847
C -1.5814 -1.8478 -1.3451 -1.1104
H -1.9973 -1.7051 -0.3507 0.1990
H -2.0129 -1.1053 -2.0212 0.3972
H -1.8285 -2.8477 -1.7046 0.4452
H 2.5270 1.5064 2.0528 0.3463
H 0.9519 1.0992 1.3337 0.0485
H 0.9039 3.6930 1.1906 0.3261
H 1.3354 4.1643 -0.4678 0.4542
H -1.4123 2.1453 1.4499 0.4643
H -2.5130 0.1449 1.6840 0.4148
H -2.7642 -1.7530 2.9273 0.2529
H -3.4617 -0.3648 3.8075 0.3025
```



Formula: C12H21BF3NO12S
Source: the OMol25 dataset
Level of theory: ωB97M-V/def2-TZVPD

Kohn-Sham gap, eV: 9.90
SMILES string: CN(C)B(O)[C@]1(S(=O)(=O)C(F)(F)F)COC(=O)O1.COC(=O)OC.COC(=O)OC

The geometry in XYZ format:
```
51
Properties=species:S:1:pos:R:3:mulliken_charge:R:1
C -2.5491 -0.5542 1.9831 -1.1276
N -2.6535 -1.9216 2.5032 -0.1366
C -3.5423 -1.9815 3.6662 -1.0220
B -3.0261 -2.8529 1.4778 0.1925
O -3.8116 -2.5213 0.4086 -0.4391
C -2.4664 -4.3938 1.4918 0.2717
S -3.7863 -5.6349 1.7649 1.4348
O -5.0172 -4.9074 1.8588 -0.6641
O -3.7852 -6.6041 0.7225 -0.6998
C -3.5909 -6.4504 3.4350 0.7195
F -4.4905 -5.9867 4.2802 -0.2084
F -2.3731 -6.2703 3.9494 -0.2330
F -3.7998 -7.7452 3.2508 -0.2137
C -1.0550 -4.6265 2.0835 -0.4939
O -0.1665 -4.4650 0.9462 -0.3620
C -0.9485 -4.0290 -0.0743 0.6497
O -0.6015 -3.2794 -0.9432 -0.4995
O -2.1665 -4.6036 0.0805 -0.3356
H -3.5006 -0.1585 1.6310 0.3298
H -2.1759 0.1001 2.7625 0.3554
H -1.8373 -0.5438 1.1652 0.4064
H -3.1605 -1.3406 4.4496 0.3532
H -4.5614 -1.7011 3.4113 0.3492
H -3.5739 -2.9913 4.0679 0.2600
H -3.3256 -2.0698 -0.2869 0.3620
H -0.8088 -3.7997 2.7333 0.2630
H -0.8218 -5.6002 2.4779 0.4948
C 2.5062 2.7290 -1.6189 -0.6231
O 3.0789 1.4472 -1.3503 -0.3356
C 2.1871 0.4847 -1.1287 0.7672
O 0.9915 0.6164 -1.1369 -0.5575
O 2.8461 -0.6455 -0.8939 -0.3418
C 1.9985 -1.7716 -0.6443 -0.5810
H 3.3303 3.4177 -1.7804 0.2302
H 1.8910 2.6949 -2.5157 0.2845
H 1.9174 3.0728 -0.7708 0.2904
H 1.3724 -1.9804 -1.5044 0.3257
H 1.3837 -1.5998 0.2369 0.2282
H 2.6480 -2.6231 -0.4627 0.3054
C 3.3142 8.8497 -1.6397 -0.6240
O 3.7480 8.8182 -3.0002 -0.3271
C 3.9541 7.5944 -3.4793 0.8347
O 3.8071 6.5665 -2.8745 -0.5372
O 4.3512 7.7061 -4.7437 -0.3138
C 4.6114 6.4583 -5.3891 -0.6163
H 3.1854 9.8959 -1.3792 0.2145
H 2.3635 8.3323 -1.5272 0.2915
H 4.0637 8.4070 -0.9867 0.2923
H 3.7113 5.8478 -5.4227 0.2866
H 5.4114 5.9226 -4.8820 0.2862
H 4.9234 6.6921 -6.4024 0.2133
```



Formula: C9H18BrNO
Source: the OMol25 dataset
Level of theory: ωB97M-V/def2-TZVPD

Kohn-Sham gap, eV: 4.24
Energy above the lowest of the compared OMol25 structures with the same formula, charge and spin, eV: 0.000

The geometry in XYZ format:
```
30
Properties=species:S:1:pos:R:3:mulliken_charge:R:1
C 0.7463 -2.5415 -0.2822 -1.7346
C -0.1559 -1.3584 -0.0739 1.1801
C -0.2611 -1.0533 1.3946 -0.9219
C -0.8399 0.3157 1.6470 -0.8521
C 0.1345 1.3499 1.1051 -0.9492
C 0.2711 1.2542 -0.3598 1.2897
N 0.3594 -0.1324 -0.7455 1.0381
O 0.8800 -0.3764 -1.9431 -0.3942
C 1.4501 2.0683 -0.8011 -1.5591
C -1.0020 1.7300 -1.0867 -1.7549
C -1.5231 -1.6415 -0.6828 -1.6288
H 0.7190 -2.9913 -1.2715 0.3868
H 0.3395 -3.3301 0.3480 0.4297
H 1.7779 -2.3262 -0.0196 0.3715
H 0.7479 -1.1784 1.8065 0.3847
H -0.9322 -1.8330 1.7582 0.5099
H -0.9487 0.4159 2.7303 0.3488
H -1.8433 0.5371 1.2824 0.4009
H 1.0665 1.2153 1.6458 0.2372
H -0.2789 2.3433 1.3299 0.5138
H 2.3789 1.5644 -0.5266 0.2733
H 1.3787 3.0418 -0.3131 0.3700
H 1.4930 2.2857 -1.8661 0.3867
H -0.8849 1.5835 -2.1554 0.4298
H -1.1856 2.8034 -0.9531 0.4304
H -1.9685 1.3780 -0.7191 0.3346
H -1.5485 -1.7961 -1.7654 0.4072
H -2.2003 -0.7899 -0.5964 0.3064
H -1.8769 -2.5886 -0.2964 0.4392
Br 3.7068 0.0503 1.4102 -0.6740
```



Formula: C4H9NO
Source: the OMol25 dataset
Level of theory: ωB97M-V/def2-TZVPD

Kohn-Sham gap, eV: 9.08
Energy above the lowest of the compared OMol25 structures with the same formula, charge and spin, eV: 2.272
SMILES string: C=CC(=C)N.O

The geometry in XYZ format:
```
15
Properties=species:S:1:pos:R:3:mulliken_charge:R:1
N -0.6819 1.7420 -0.4120 -0.4740
C -0.0211 0.6528 0.1058 0.5959
C -0.2402 0.1829 1.3539 -0.9560
C 2.0925 -0.6365 -0.2090 -0.8177
C 1.1155 0.1232 -0.6859 -0.2319
H -1.4445 2.1505 0.1021 0.2244
H -0.1163 2.4458 -0.8637 0.2115
H 0.0115 -0.8100 1.6883 0.3359
H -0.6570 0.8386 2.1000 0.1987
H 2.8100 -0.9793 -0.9443 0.2536
H 2.1076 -1.1523 0.7390 0.2703
H 1.2377 0.4709 -1.6861 0.3465
H -1.7360 -1.0753 -0.0445 0.3852
H -2.2534 -2.4386 -0.4868 0.3180
O -2.2243 -1.5145 -0.7568 -0.6605
```



Formula: C2H5IN3O2
Source: the OMol25 dataset
Level of theory: ωB97M-V/def2-TZVPD

Kohn-Sham gap, eV: 9.08
Energy above the lowest of the compared OMol25 structures with the same formula, charge and spin, eV: 3.930
Total charge: +1

The geometry in XYZ format:
```
13
Properties=species:S:1:pos:R:3:mulliken_charge:R:1
C -0.1580 -0.9325 -0.2382 0.5823
C 3.2452 0.5620 -0.5021 -0.1091
N -0.4487 0.1549 0.3609 -0.5123
N 2.7488 1.4549 0.1672 0.6051
N -0.9761 -1.9511 -0.5096 -0.4228
O 3.6503 2.5455 0.4108 -0.3762
O 1.6140 1.6565 0.7009 -0.6230
I 1.8771 -1.0063 -0.9713 0.4351
H 0.6993 0.9174 0.5301 0.3514
H -1.3681 0.3361 0.7800 0.2110
H 2.9658 3.1558 0.6473 0.3478
H -0.7986 -2.7052 -1.1526 0.2563
H -1.9588 -1.7392 -0.5516 0.2544
```



Formula: C2H8N2
Source: the OMol25 dataset
Level of theory: ωB97M-V/def2-TZVPD

Kohn-Sham gap, eV: 10.26
Energy above the lowest of the compared OMol25 structures with the same formula, charge and spin, eV: 1.393
SMILES string: [H]/N=C/N.C

The geometry in XYZ format:
```
12
Properties=species:S:1:pos:R:3:mulliken_charge:R:1
C 1.1890 -1.4695 -0.8698 -1.1082
H 0.7681 -2.0960 0.0276 0.2978
H 1.4168 -2.2481 -1.5628 0.3216
H 0.3767 -0.8666 -1.1286 0.1724
H 2.1172 -1.2422 -0.4054 0.3169
N -1.5139 1.2477 -0.3222 -0.4774
C -0.5854 0.9012 0.6893 0.3125
N -0.3627 1.5390 1.7945 -0.7030
H -2.0106 0.6074 -0.9298 0.2505
H -2.1948 1.7882 0.1722 0.2883
H 0.2126 0.3209 0.4289 0.0834
H 0.5870 1.5178 2.1062 0.2453
```



Q: Which formula does entry 4 have?
A: C4H9NO



Q: Which of these has the lowest Kohn-Sham gap?
A: C9H18BrNO